[1]
This record from the Open Molecules 2025 dataset describes a cluster of 16 separate species, C20H72N16O16 in total. The level of theory is ωB97M-V with the def2-TZVPD basis set.

Summary:
LUMO in eV: -0.4
Orbital gap in eV: 7.796
Total energy in eV: -78504.4646
Spin multiplicity: 1
Energy above the lowest of the compared OMol25 structures with the same formula, charge and spin in eV: 2.2916

XYZ file:
```
124
C20H72N16O16 | the Open Molecules 2025 dataset | ωB97M-V with the def2-TZVPD basis set
C -2.139 1.072 4.604
C -0.935 0.164 4.777
O -0.128 0.732 5.709
H -2.677 0.784 3.743
H -1.845 2.109 4.448
H -2.766 0.958 5.498
H -0.430 0.209 3.863
H -1.115 -0.842 5.005
H -0.326 0.335 6.574
C -0.010 1.474 -3.833
C -0.791 1.358 -5.174
O -2.179 1.667 -5.050
H 0.830 0.750 -3.756
H -0.513 1.212 -2.950
H 0.210 2.475 -3.509
H -0.731 0.394 -5.666
H -0.355 2.067 -5.806
H -2.461 2.338 -5.790
C 3.600 3.511 -0.757
C 2.816 2.811 -1.794
O 1.802 2.046 -1.223
H 4.446 4.066 -1.131
H 3.969 2.833 0.032
H 2.968 4.271 -0.238
H 3.511 2.082 -2.211
H 2.417 3.449 -2.550
H 1.060 2.679 -0.976
C -1.170 -5.789 1.234
C -1.240 -4.597 2.090
O -0.312 -3.624 1.711
H -0.977 -5.528 0.270
H -2.001 -6.478 1.369
H -0.270 -6.274 1.480
H -0.987 -4.941 3.111
H -2.243 -4.102 2.148
H 0.190 -3.894 0.951
C -3.635 1.014 -2.207
O -2.521 0.450 -1.647
N -4.391 1.862 -1.590
N -4.158 0.737 -3.389
H -4.034 2.234 -0.668
H -4.905 2.618 -2.109
H -3.974 -0.315 -3.476
H -3.376 0.957 -4.099
C -1.270 -2.022 -3.731
O -2.104 -1.363 -4.598
N -1.145 -3.271 -3.737
N -0.586 -1.451 -2.801
H -1.546 -3.793 -4.584
H -0.358 -3.629 -3.242
H -0.864 -0.457 -2.753
H 0.359 -1.750 -2.472
C -2.919 -3.581 -0.792
O -3.695 -4.157 0.160
N -2.019 -2.670 -0.578
N -3.095 -3.826 -2.019
H -1.924 -2.260 0.388
H -1.583 -2.120 -1.371
H -3.581 -4.660 -2.310
H -2.382 -3.585 -2.741
C 0.331 4.969 0.154
O -0.116 3.653 -0.135
N 0.000 6.024 -0.551
N 1.043 5.233 1.199
H -0.743 5.793 -1.259
H 0.520 6.851 -0.657
H 1.463 4.474 1.747
H 1.513 6.119 1.602
C 3.018 -1.435 3.125
O 3.057 -2.547 2.287
N 3.987 -1.081 3.929
N 2.003 -0.656 3.106
H 4.862 -1.517 3.712
H 4.012 -0.223 4.442
H 1.184 -0.837 2.525
H 2.082 0.367 3.473
C 2.754 -0.791 -2.954
O 3.118 0.168 -3.942
N 3.049 -2.032 -3.099
N 2.233 -0.448 -1.790
H 3.680 -2.302 -3.802
H 2.702 -2.770 -2.462
H 1.973 0.498 -1.580
H 2.029 -1.222 -1.064
C 1.244 2.558 2.945
O -0.071 2.749 2.866
N 2.086 2.845 1.997
N 1.822 2.129 4.045
H 1.668 2.974 1.047
H 3.074 2.819 2.199
H 1.199 1.746 4.722
H 2.831 2.220 4.315
C 1.567 -3.499 -0.815
O 2.629 -4.160 -1.320
N 0.356 -3.766 -1.163
N 1.686 -2.409 -0.145
H 0.370 -4.603 -1.748
H -0.575 -3.361 -0.899
H 2.569 -2.281 0.396
H 0.900 -1.949 0.413
C 4.614 0.216 0.572
O 4.869 -0.325 -0.717
H 5.101 -0.504 1.311
H 3.605 0.399 0.804
H 5.170 1.166 0.542
H 4.066 -0.267 -1.240
C -3.597 -0.548 1.639
O -2.561 -1.368 2.169
H -3.200 -0.024 0.809
H -4.070 0.041 2.404
H -4.379 -1.204 1.226
H -2.927 -1.844 2.920
C 0.069 0.251 0.506
O -0.190 -0.806 1.365
H -0.560 0.960 0.908
H -0.285 0.088 -0.516
H 1.059 0.634 0.590
H -1.151 -0.924 1.620
C -2.745 2.603 1.027
O -4.154 2.876 0.908
H -2.502 2.092 1.906
H -2.200 3.554 1.168
H -2.266 2.092 0.212
H -4.381 3.798 1.170
```



[2]
This record from the Open Molecules 2025 dataset describes a cluster of 20 separate species, C20H80N40O20 in total. The level of theory is ωB97M-V with the def2-TZVPD basis set.

Summary:
LUMO in eV: -0.4
Orbital gap in eV: 8.003
Total energy in eV: -122602.0398
Spin multiplicity: 1
Energy above the lowest of the compared OMol25 structures with the same formula, charge and spin in eV: 14.7353

XYZ file:
```
160
C20H80N40O20 | the Open Molecules 2025 dataset | ωB97M-V with the def2-TZVPD basis set
C -12.399 8.837 11.844
O -11.786 9.350 10.907
N -11.872 8.578 13.031
N -13.651 8.758 11.914
H -12.558 8.342 13.733
H -10.905 8.290 13.085
H -13.989 8.864 10.969
H -13.909 8.027 12.561
C -14.749 8.291 6.258
O -14.665 7.038 6.367
N -13.873 8.910 5.586
N -15.652 9.136 6.714
H -13.555 9.823 5.876
H -13.157 8.348 5.149
H -15.293 10.061 6.900
H -16.527 8.820 7.108
C -14.684 17.066 5.037
O -15.434 18.031 5.399
N -13.930 17.006 4.020
N -14.808 15.779 5.493
H -13.975 17.818 3.421
H -13.216 16.296 3.938
H -14.217 15.046 5.129
H -15.310 15.693 6.365
C -12.200 13.197 4.565
O -13.060 13.998 4.691
N -11.216 13.375 3.795
N -12.175 12.106 5.231
H -10.675 12.543 3.606
H -11.007 14.168 3.207
H -11.524 11.349 5.079
H -12.789 11.823 5.982
C -7.218 11.558 7.214
O -7.372 12.735 6.899
N -6.209 10.847 6.827
N -8.037 10.852 7.880
H -6.293 9.845 6.729
H -5.591 11.408 6.259
H -7.654 10.046 8.352
H -8.829 11.303 8.314
C -9.541 11.861 11.296
O -9.119 12.212 10.190
N -9.406 10.677 11.731
N -10.183 12.634 12.120
H -8.888 9.983 11.210
H -9.981 10.494 12.541
H -10.491 12.316 13.028
H -10.446 13.543 11.766
C -10.963 15.254 7.732
O -11.045 15.964 8.721
N -11.136 15.744 6.557
N -10.711 13.996 7.717
H -11.193 15.222 5.694
H -11.266 16.745 6.542
H -11.124 13.520 6.928
H -10.589 13.455 8.562
C -5.911 9.780 10.635
O -6.803 8.938 10.462
N -6.111 11.016 11.031
N -4.668 9.455 10.602
H -7.061 11.326 10.885
H -5.364 11.689 11.126
H -3.852 9.980 10.881
H -4.663 8.481 10.868
C -19.987 15.737 10.659
O -20.829 14.881 10.295
N -20.179 16.926 11.136
N -18.692 15.609 10.518
H -19.362 17.500 11.292
H -21.117 17.209 11.380
H -18.092 16.137 11.136
H -18.370 14.747 10.100
C -16.805 12.683 4.124
O -17.975 13.052 3.954
N -15.771 13.423 3.947
N -16.460 11.531 4.623
H -15.853 14.421 3.814
H -14.903 13.085 4.338
H -17.193 10.890 4.355
H -15.489 11.284 4.492
C -19.622 12.900 12.993
O -19.585 11.680 12.867
N -18.645 13.672 12.950
N -20.649 13.597 13.174
H -19.032 14.538 12.605
H -17.667 13.437 12.859
H -21.445 13.135 12.758
H -20.554 14.264 13.926
C -16.406 12.572 9.411
O -15.621 13.218 10.063
N -17.363 11.814 9.968
N -16.248 12.385 8.161
H -17.350 11.883 10.976
H -17.975 11.242 9.405
H -16.805 11.624 7.801
H -15.345 12.687 7.825
C -11.483 10.953 15.844
O -10.958 11.185 14.757
N -11.691 9.754 16.280
N -11.730 11.909 16.701
H -11.575 8.965 15.660
H -12.056 9.595 17.208
H -11.142 12.721 16.579
H -12.325 11.919 17.516
C -15.631 12.113 14.758
O -16.397 11.377 15.366
N -15.893 13.300 14.340
N -14.436 11.846 14.330
H -16.722 13.718 14.737
H -15.204 13.873 13.874
H -14.039 10.997 14.706
H -13.865 12.581 13.936
C -18.294 15.565 6.729
O -17.525 16.454 6.669
N -18.007 14.331 6.940
N -19.581 15.641 6.532
H -18.626 13.533 6.927
H -17.045 14.208 6.657
H -19.880 16.585 6.334
H -20.185 14.833 6.582
C -12.995 11.264 8.329
O -13.685 11.157 7.358
N -13.182 11.967 9.425
N -11.873 10.780 8.475
H -14.088 12.373 9.615
H -12.553 11.825 10.202
H -11.627 10.334 7.603
H -11.685 10.392 9.388
C -12.792 3.952 5.680
O -12.541 3.160 4.759
N -11.960 4.888 6.128
N -14.055 4.122 6.113
H -11.086 4.957 5.628
H -12.282 5.515 6.851
H -14.821 3.505 5.884
H -14.153 4.850 6.806
C -13.112 15.078 12.139
O -13.806 14.724 13.077
N -13.500 15.006 10.867
N -11.995 15.645 12.196
H -14.317 14.506 10.547
H -12.884 15.395 10.168
H -11.620 16.014 11.333
H -11.615 15.931 13.087
C -9.862 9.155 5.733
O -10.867 9.708 6.091
N -8.860 9.730 5.139
N -9.681 7.873 5.750
H -8.063 9.168 4.878
H -8.984 10.688 4.844
H -8.721 7.576 5.655
H -10.504 7.293 5.826
C -10.102 6.248 9.172
O -11.184 5.724 8.934
N -9.842 7.521 9.571
N -9.066 5.555 9.359
H -8.875 7.797 9.661
H -10.631 8.145 9.474
H -8.234 5.987 9.735
H -9.372 4.605 9.516
```



Number 1: largest force on an atom 0.2033 hartree/bohr. Number 2: largest force on an atom 0.1808 hartree/bohr.